Here is a structure of composition C27H34MnN6O2S in a non-equilibrium geometry from the OMol25 dataset. Energies are from ωB97M-V/def2-TZVPD.

```
! wB97M-V def2-TZVPD RIJCOSX def2/J DEFGRID3
* xyz 2 2
Mn -0.859 0.584 -1.003
C -5.664 0.608 4.274
C -4.441 0.663 3.387
C -3.228 1.099 3.839
C -2.061 1.065 3.038
C -0.871 1.519 3.660
N 0.327 1.047 3.564
C 0.728 -0.327 3.162
C 1.451 -0.516 1.840
C 2.827 0.082 1.599
N 2.972 1.562 1.591
C 3.265 2.320 0.588
C 3.111 2.072 -0.798
C 4.147 2.554 -1.636
C 4.141 2.372 -2.989
C 5.297 2.798 -3.868
C 2.990 1.786 -3.537
C 1.900 1.395 -2.784
C 0.695 0.988 -3.494
N -0.446 0.702 -3.006
C -1.498 0.470 -4.026
C -2.549 -0.524 -3.583
C -3.497 0.042 -2.547
N -2.871 0.225 -1.214
C -3.683 0.109 -0.240
C -3.428 0.342 1.175
C -4.505 0.288 2.036
C -2.142 0.706 1.655
O -1.142 0.817 0.876
C 1.933 1.491 -1.368
O 0.931 1.183 -0.653
H -5.431 0.911 5.294
H -6.076 -0.402 4.308
H -6.451 1.266 3.899
H -3.141 1.435 4.871
H -0.958 2.359 4.348
H 1.009 1.555 4.107
H -0.188 -0.909 3.114
H 1.323 -0.707 3.994
H 0.809 -0.176 1.071
H 1.571 -1.594 1.718
H 3.163 -0.259 0.624
H 3.544 -0.272 2.342
H 3.174 1.979 2.487
H 3.721 3.267 0.874
H 5.003 3.045 -1.176
H 6.115 3.209 -3.280
H 4.983 3.557 -4.588
H 5.684 1.952 -4.438
H 2.929 1.673 -4.620
H 0.792 0.987 -4.582
H -1.039 0.127 -4.953
H -1.975 1.429 -4.233
H -2.077 -1.431 -3.208
H -3.138 -0.802 -4.459
H -4.367 -0.606 -2.455
H -3.852 1.018 -2.884
H -4.719 -0.142 -0.474
H -5.468 -0.019 1.629
S -0.771 -2.113 -1.020
C 0.212 -3.298 -0.325
N 1.550 -3.398 -0.418
C 2.065 -4.675 0.108
C 0.802 -5.312 0.729
N -0.240 -4.335 0.380
H 2.047 -2.861 -1.106
H 2.843 -4.506 0.846
H 2.477 -5.285 -0.692
H 0.888 -5.421 1.806
H 0.582 -6.287 0.302
H -1.223 -4.481 0.523
*
```

Values from the calculation:
- ΔE to the lowest compared entry with this formula, charge and spin: 23.70 kJ/mol
- Maximum force: 0.0289 hartree/bohr
- Energy: -83729.153 eV
- ⟨S²⟩: 0.7668

Results of the Löwdin charge analysis, in e, for atoms 1 through 8: 0.636, -0.030, -0.247, 0.026, -0.113, 0.008, 0.098, -0.098